Entry 1:
The following is a DFT calculation (the ωB97M-V functional and the def2-TZVPD basis) of a molecular structure, C32H25F5N5O2OsPS at a distorted geometry.

Last column: Mulliken spin population.
Atoms and positions in Å:
Os1 -0.27930 -0.21955 0.26135  1.824
N1 1.60276 -0.29715 4.07089  0.224
C1 0.72460 -0.28666 5.12294  0.107
C2 1.20540 -0.22827 6.43581  -0.005
C3 0.32682 -0.24392 7.49181  0.060
C4 -1.05854 -0.32235 7.27373  0.062
C5 -1.55302 -0.37515 5.99512  0.000
C6 -0.66862 -0.35087 4.90944  0.119
S1 -1.33130 -0.44278 3.32265  0.420
N2 -0.02668 -0.21994 2.34029  0.299
C7 1.28248 -0.29171 2.74390  0.274
C8 2.25025 -0.35077 1.72686  -0.029
C9 3.64647 -0.38756 1.93932  0.168
C10 4.50473 -0.46279 0.87791  0.025
C11 3.98460 -0.53680 -0.42759  0.130
C12 2.62904 -0.51512 -0.59626  -0.021
N3 1.75895 -0.39427 0.42752  0.065
H1 2.58174 -0.36081 4.30486  -0.028
H2 2.27361 -0.17295 6.60871  0.000
H3 0.70789 -0.19583 8.50244  0.003
H4 -1.73643 -0.33617 8.11540  0.003
H5 -2.61893 -0.43668 5.81235  0.000
H6 4.04403 -0.36945 2.94479  0.029
H7 5.57357 -0.48519 1.03885  0.000
H8 4.63356 -0.64094 -1.28396  0.005
H9 2.19155 -0.62852 -1.57938  0.015
N4 0.11063 1.64997 -2.20527  0.011
P1 -0.44256 0.03968 -2.09705  0.024
C13 -2.17537 0.04705 -2.68033  0.012
C14 -3.15473 -0.78469 -2.14784  -0.021
C15 -4.45173 -0.72124 -2.63954  0.001
C16 -4.76566 0.15642 -3.66537  -0.001
C17 -3.77970 0.96019 -4.22174  0.002
C18 -2.48378 0.90417 -3.73783  0.003
C19 0.42879 -0.71628 -3.48558  0.015
C20 -0.15137 -1.81851 -4.11430  -0.005
C21 0.43251 -2.34461 -5.25276  0.001
C22 1.59093 -1.77729 -5.76807  -0.003
C23 2.19123 -0.70490 -5.12285  0.002
C24 1.61928 -0.17569 -3.97732  -0.002
C25 0.21044 2.49979 -1.12690  -0.005
C26 0.54454 3.84533 -1.30812  -0.004
C27 0.65264 4.66061 -0.20513  0.007
C28 0.40727 4.13426 1.06465  0.002
C29 0.09380 2.80479 1.16773  -0.003
N5 0.00717 1.98753 0.09865  0.033
H10 0.23296 2.07451 -3.11128  0.000
H11 -2.92887 -1.49200 -1.36183  -0.002
H12 -5.21413 -1.36024 -2.21468  0.000
H13 -5.77750 0.20457 -4.04495  0.000
H14 -4.01274 1.63331 -5.03579  0.000
H15 -1.72123 1.52169 -4.19624  0.000
H16 -1.05789 -2.25702 -3.71610  -0.001
H17 -0.02134 -3.19211 -5.74797  0.000
H18 2.02771 -2.16889 -6.67683  0.000
H19 3.10414 -0.27549 -5.51312  0.000
H20 2.10151 0.65268 -3.47252  -0.003
H21 0.71286 4.22334 -2.30735  0.000
H22 0.92650 5.70042 -0.32269  0.000
H23 0.45688 4.75127 1.94948  0.000
H24 -0.10937 2.35377 2.13073  0.000
O1 -3.86768 1.21095 1.54772  0.052
C30 -3.07308 1.08890 0.66412  -0.011
O2 -2.17714 0.11253 0.57198  0.186
H25 -3.02450 1.81369 -0.17339  0.005
F1 -1.75130 -2.59318 0.58127  0.010
C31 -0.47803 -2.31487 0.16259  -0.074
F2 -0.41189 -2.72940 -1.15062  0.001
C32 0.42285 -3.30074 0.93309  0.011
F3 0.37770 -3.00968 2.25218  0.003
F4 1.69764 -3.19447 0.52727  0.001
F5 0.03236 -4.54793 0.77008  -0.001

## Properties
Net charge: +2
Expectation value of S²: 6.0290
LUMO energy (alpha / beta), eV: -5.22 / -8.12
Kohn-Sham gap (alpha / beta), eV: 6.900 / 6.217
Relative energy (zero: lowest compared OMol25 entry of this formula, charge and spin), kJ/mol: 0.0
HOMO energy (alpha / beta), eV: -12.1 / -14.3
2S+1: 5


Entry 2:
The following is a DFT calculation (the ωB97M-V functional and the def2-TZVPD basis) of a molecular structure, C32H26AsN8O2Pd.

Last column: natural (NBO) charge in e.
Atoms and positions in Å:
Pd1 -0.02711 -0.00564 -0.49608  0.890
O1 -1.42195 1.14208 0.47877  -0.498
N1 -2.10353 0.51999 1.37533  0.163
N2 -1.86410 -0.72860 1.47237  0.130
O2 -1.01266 -1.38787 0.69751  -0.637
C1 -2.54331 -1.47967 2.49470  0.185
C2 -2.26428 -2.83102 2.58850  -0.249
C3 -2.89406 -3.57959 3.57550  -0.192
C4 -3.78733 -2.98166 4.44915  -0.228
C5 -4.05420 -1.62131 4.33664  -0.205
C6 -3.43412 -0.86031 3.36076  -0.242
H1 -1.56023 -3.27563 1.90153  0.254
H2 -2.67712 -4.63670 3.65379  0.212
H3 -4.27432 -3.56899 5.21662  0.209
H4 -4.74856 -1.14398 5.01539  0.212
H5 -3.62810 0.19707 3.26841  0.243
N3 0.65890 -3.20485 -0.79605  -0.816
C7 1.52597 -2.40256 -1.49272  0.621
N4 2.50935 -3.02693 -2.13254  -0.706
C8 3.30613 -2.18886 -2.86510  0.560
N5 4.37848 -2.85076 -3.46239  -0.825
N6 3.20853 -0.91554 -3.02641  -0.588
C9 2.18017 -0.29742 -2.31484  0.221
N7 1.31456 -1.09486 -1.50060  -0.618
C10 1.92806 1.01966 -2.30165  0.006
C11 2.66350 2.06093 -3.00087  -0.218
C12 2.35323 3.35579 -2.82665  -0.235
C13 1.27751 3.73870 -1.93025  -0.439
C14 0.57251 2.74442 -1.32685  0.053
N8 0.81508 1.43359 -1.51544  -0.550
H6 1.07337 -4.08675 -0.54746  0.389
H7 0.10484 -2.76481 -0.07464  0.404
H8 4.17721 -3.81899 -3.65452  0.374
H9 4.76774 -2.33861 -4.23773  0.375
H10 3.47649 1.74263 -3.63998  0.217
H11 2.91348 4.12299 -3.34962  0.190
H12 1.00339 4.77114 -1.77115  0.200
H13 -0.25474 2.97041 -0.66239  0.203
C15 3.56414 1.14236 6.48235  -0.233
C16 4.27152 1.43387 5.32616  -0.210
C17 3.69582 1.22922 4.07698  -0.256
C18 2.40264 0.73192 3.97130  -0.193
C19 1.69609 0.45088 5.13911  -0.265
C20 2.27112 0.64422 6.38574  -0.205
As1 1.46915 0.40168 2.25635  0.895
C21 2.94921 0.73349 1.05206  -0.329
C22 3.29418 1.94813 0.48325  -0.218
C23 4.35525 2.00167 -0.41130  -0.189
C24 5.04421 0.84232 -0.74438  -0.198
C25 4.68858 -0.37592 -0.18743  -0.204
C26 3.63607 -0.43741 0.71701  0.014
C27 3.12019 -1.66572 1.35687  -0.084
C28 3.64159 -2.94625 1.20629  -0.184
C29 3.06202 -4.00980 1.88191  -0.219
C30 1.95376 -3.81032 2.69912  -0.249
C31 1.41360 -2.53711 2.83417  -0.169
C32 1.99946 -1.47356 2.16889  -0.303
H14 4.01616 1.30020 7.45342  0.203
H15 5.28284 1.81626 5.39186  0.205
H16 4.26775 1.44693 3.18286  0.227
H17 0.68023 0.07183 5.07716  0.207
H18 1.70994 0.40986 7.28199  0.202
H19 2.71775 2.84164 0.69259  0.223
H20 4.60497 2.93805 -0.89178  0.216
H21 5.83237 0.88004 -1.48426  0.209
H22 5.19696 -1.27988 -0.50076  0.214
H23 4.48065 -3.12184 0.54540  0.218
H24 3.47003 -5.00539 1.75948  0.205
H25 1.50891 -4.64633 3.22500  0.202
H26 0.54348 -2.38109 3.46183  0.200

## Properties
Net charge: -1
LUMO energy, eV: 2.42
Kohn-Sham gap, eV: 4.339
Relative energy (zero: lowest compared OMol25 entry of this formula, charge and spin), kJ/mol: 0.0
HOMO energy, eV: -1.9
2S+1: 1